Record 1
# C3H4N2O

C3H4N2O in the gas phase at a distorted geometry (ωB97M-V/def2-TZVPD, the Open Molecules 2025 dataset).

Last column: Mulliken charge in e.
Geometry (Å):
N (1.45898, -0.00899, -0.52841)  -0.526
C (1.21605, -0.46595, 0.61970)  0.074
O (-0.03779, -0.27071, 1.02071)  -0.350
C (-0.74367, 0.54420, -0.15976)  -0.234
C (-2.00855, -0.14072, -0.16553)  0.388
N (-2.98816, -0.74765, -0.19552)  -0.402
H (2.35851, -0.12599, -0.93242)  0.190
H (1.90607, -0.98024, 1.30325)  0.365
H (-0.43597, 0.65667, -1.22635)  0.226
H (-0.72548, 1.53937, 0.26434)  0.269

## Properties
* HOMO energy: -0.388 Eh
* relative energy (zero: lowest compared OMol25 entry of this formula, charge and spin): 2.693 eV
* LUMO level: 0.84 eV
* structure (SMILES): [H]/N=C/OCC#N


Record 2
# C3H4N2O

C3H4N2O in the gas phase at a distorted geometry (ωB97M-V/def2-TZVPD, the Open Molecules 2025 dataset).

Last column: Mulliken charge in e.
Geometry (Å):
O (1.20249, 0.46096, -1.56349)  -0.488
C (0.43055, 0.19210, -0.50365)  0.358
C (-0.15637, -1.05628, -0.25387)  -0.477
C (-1.02870, -0.67551, 0.85094)  -0.194
N (-0.87930, 0.55921, 1.25595)  -0.621
N (0.08697, 1.08264, 0.43678)  0.213
H (0.75292, -0.02857, -2.27614)  0.372
H (0.92392, -1.24126, 0.08039)  0.157
H (-1.85271, -1.24553, 1.27451)  0.422
H (0.52023, 1.95224, 0.69859)  0.257

## Properties
* HOMO energy: -0.324 Eh
* relative energy (zero: lowest compared OMol25 entry of this formula, charge and spin): 3.618 eV
* LUMO level: 0.64 eV
* structure (SMILES): Oc1ccn[nH]1


Record 3
# C3H4N2O

C3H4N2O in the gas phase at a distorted geometry (ωB97M-V/def2-TZVPD, the Open Molecules 2025 dataset).

Last column: Mulliken charge in e.
Geometry (Å):
O (1.78832, -0.51247, -0.34538)  -0.473
C (0.86796, 0.34579, 0.35371)  0.109
C (-0.03594, -0.56159, 0.87350)  -0.329
N (-1.21970, -0.31170, 0.31342)  0.197
N (-1.19799, 0.81255, -0.46536)  -0.648
C (0.04379, 1.24771, -0.40581)  -0.293
H (1.18863, -0.78356, -1.06945)  0.375
H (0.20380, -1.41303, 1.49438)  0.398
H (-1.92930, -1.00839, 0.15188)  0.259
H (0.29044, 2.18469, -0.90090)  0.406

## Properties
* HOMO energy: -0.316 Eh
* relative energy (zero: lowest compared OMol25 entry of this formula, charge and spin): 3.809 eV
* LUMO level: 0.50 eV
* structure (SMILES): Oc1cn[nH]c1